Entry from the Open Molecules 2025 dataset: 2 unconnected molecules or ions with the total composition C9H14 in a non-equilibrium geometry (wB97M-V/def2-TZVPD).

Each atom is followed by the atoms it is bonded to, with distances in Å.
CARTESIAN COORDINATES (ANGSTROEM)
1 C 0.871 0.989 1.867  C2 1.485, H8 1.094, H9 1.120, H10 1.135
2 C -0.220 0.618 0.932  C1 1.485, C3 1.422, C7 1.401
3 C -0.421 1.473 -0.187  C2 1.422, C4 1.338, H11 1.177
4 C -1.554 1.271 -0.870  C3 1.338, C5 1.403, H12 1.119
5 C -2.390 0.195 -0.537  C4 1.403, C6 1.357, H13 1.164
6 C -2.105 -0.730 0.414  C5 1.357, C7 1.432, H14 1.086
7 C -0.884 -0.596 1.150  C2 1.401, C6 1.432, H15 1.052
8 H 1.806 1.191 1.337  C1 1.094
9 H 1.201 0.127 2.501  C1 1.120
10 H 0.701 1.917 2.496  C1 1.135
11 H 0.290 2.408 -0.266  C3 1.177
12 H -1.816 1.898 -1.758  C4 1.119
13 H -3.361 0.134 -1.176  C5 1.164
14 H -2.851 -1.518 0.463  C6 1.086
15 H -0.728 -1.200 1.997  C7 1.052
16 C 2.330 -0.589 -1.046  C17 1.607, H18 1.114, H19 1.134, H20 1.153
17 C 2.664 -2.119 -1.404  C16 1.607, H21 1.096, H22 1.057, H23 1.211
18 H 2.948 -0.068 -1.814  C16 1.114
19 H 1.305 -0.301 -1.436  C16 1.134
20 H 2.628 -0.318 0.035  C16 1.153
21 H 2.428 -2.136 -2.474  C17 1.096
22 H 3.662 -2.328 -1.123  C17 1.057
23 H 2.041 -2.880 -0.698  C17 1.211

For the HOMO-LUMO gap, the calculation gives 9.86 eV. The calculation puts the total energy at -351.2659 hartree. Its structure (SMILES) is Cc1ccccc1.CC. The energy above the lowest of the compared OMol25 structures with the same formula, charge and spin is 168.85 kJ/mol.

Entry from the Open Molecules 2025 dataset: 2 unconnected molecules or ions with the total composition C9H14 in a non-equilibrium geometry (wB97M-V/def2-TZVPD).

Each atom is followed by the atoms it is bonded to, with distances in Å.
CARTESIAN COORDINATES (ANGSTROEM)
1 C 1.292 -1.584 1.139  C2 1.509, H8 1.158, H9 1.113, H10 1.089
2 C 0.619 -1.199 -0.155  C1 1.509, C3 1.407, C7 1.379
3 C -0.502 -1.913 -0.619  C2 1.407, C4 1.410, H11 1.085
4 C -1.341 -1.263 -1.546  C3 1.410, C5 1.386, H12 1.062
5 C -0.647 -0.392 -2.372  C4 1.386, C6 1.388, H13 1.085
6 C 0.635 0.098 -2.163  C5 1.388, C7 1.436, H14 1.069
7 C 1.290 -0.290 -0.945  C2 1.379, C6 1.436, H15 1.085
8 H 2.270 -2.023 0.703  C1 1.158
9 H 0.652 -2.301 1.700  C1 1.113
10 H 1.718 -0.797 1.759  C1 1.089
11 H -0.874 -2.809 -0.133  C3 1.085
12 H -2.271 -1.700 -1.815  C4 1.062
13 H -1.091 -0.123 -3.325  C5 1.085
14 H 1.275 0.524 -2.905  C6 1.069
15 H 2.099 0.351 -0.613  C7 1.085
16 C -0.581 3.018 1.824  C17 1.510, H18 1.092, H19 1.124, H20 1.089
17 C -0.706 2.294 3.143  C16 1.510, H21 1.085, H22 1.113, H23 1.123
18 H -1.196 3.919 1.756  C16 1.092
19 H 0.413 3.536 1.742  C16 1.124
20 H -0.798 2.431 0.933  C16 1.089
21 H -0.726 1.210 3.104  C17 1.085
22 H -1.623 2.749 3.578  C17 1.113
23 H 0.123 2.581 3.844  C17 1.123

For the HOMO-LUMO gap, the calculation gives 9.71 eV. The calculation puts the total energy at -351.2676 hartree. Its structure (SMILES) is Cc1ccccc1.CC. The energy above the lowest of the compared OMol25 structures with the same formula, charge and spin is 164.36 kJ/mol.

Entry from the Open Molecules 2025 dataset: 2 unconnected molecules or ions with the total composition C9H14 in a non-equilibrium geometry (wB97M-V/def2-TZVPD).

Each atom is followed by the atoms it is bonded to, with distances in Å.
CARTESIAN COORDINATES (ANGSTROEM)
1 C 1.060 1.750 -1.501  C2 1.469, H8 1.057, H9 1.189, H10 1.190
2 C 1.289 1.489 -0.074  C1 1.469, C3 1.408, C7 1.433
3 C 1.018 2.486 0.882  C2 1.408, C4 1.349, H11 1.126
4 C 1.022 2.061 2.163  C3 1.349, C5 1.410, H12 1.162
5 C 1.384 0.768 2.594  C4 1.410, C6 1.357, H13 1.137
6 C 1.512 -0.233 1.685  C5 1.357, C7 1.441, H14 1.041
7 C 1.430 0.109 0.287  C2 1.433, C6 1.441, H15 1.143
8 H 1.339 1.020 -2.212  C1 1.057
9 H 1.446 2.780 -1.953  C1 1.189
10 H -0.099 1.963 -1.668  C1 1.190
11 H 0.757 3.494 0.454  C3 1.126
12 H 0.730 2.747 3.053  C4 1.162
13 H 1.279 0.771 3.725  C5 1.137
14 H 1.635 -1.242 1.910  C6 1.041
15 H 1.445 -0.537 -0.655  C7 1.143
16 C -2.199 -2.398 -0.223  C17 1.565, H18 1.114, H19 1.161, H20 1.221
17 C -2.069 -2.448 -1.782  C16 1.565, H21 1.072, H22 1.111, H23 1.028
18 H -1.285 -1.923 0.200  C16 1.114
19 H -3.172 -1.785 -0.384  C16 1.161
20 H -2.410 -3.559 0.093  C16 1.221
21 H -2.871 -2.934 -2.301  C17 1.072
22 H -1.982 -1.407 -2.159  C17 1.111
23 H -1.258 -2.972 -2.135  C17 1.028

For the HOMO-LUMO gap, the calculation gives 9.73 eV. The calculation puts the total energy at -351.2386 hartree. Its structure (SMILES) is Cc1ccccc1.CC. The energy above the lowest of the compared OMol25 structures with the same formula, charge and spin is 240.53 kJ/mol.

Entry from the Open Molecules 2025 dataset: 2 unconnected molecules or ions with the total composition C9H14 in a non-equilibrium geometry (wB97M-V/def2-TZVPD).

Each atom is followed by the atoms it is bonded to, with distances in Å.
CARTESIAN COORDINATES (ANGSTROEM)
1 C 1.292 0.582 -0.224  C2 1.512, H8 1.095, H9 1.094, H10 1.099
2 C -0.085 0.471 -0.838  C1 1.512, C3 1.401, C7 1.388
3 C -0.656 1.644 -1.347  C2 1.401, C4 1.384, H11 1.081
4 C -1.892 1.571 -1.965  C3 1.384, C5 1.395, H12 1.083
5 C -2.584 0.361 -2.012  C4 1.395, C6 1.382, H13 1.080
6 C -2.087 -0.738 -1.337  C5 1.382, C7 1.400, H14 1.080
7 C -0.800 -0.718 -0.788  C2 1.388, C6 1.400, H15 1.085
8 H 1.251 1.112 0.732  C1 1.095
9 H 1.996 1.092 -0.888  C1 1.094
10 H 1.733 -0.404 -0.020  C1 1.099
11 H -0.150 2.593 -1.237  C3 1.081
12 H -2.388 2.450 -2.356  C4 1.083
13 H -3.570 0.303 -2.446  C5 1.080
14 H -2.743 -1.564 -1.102  C6 1.080
15 H -0.263 -1.601 -0.456  C7 1.085
16 C 2.388 -0.506 3.480  C17 1.526, H18 1.090, H19 1.087, H20 1.097
17 C 2.579 -1.975 3.115  C16 1.526, H21 1.091, H22 1.086, H23 1.094
18 H 1.350 -0.217 3.310  C16 1.090
19 H 2.776 -0.258 4.465  C16 1.087
20 H 2.917 0.133 2.761  C16 1.097
21 H 3.618 -2.225 2.896  C17 1.091
22 H 1.972 -2.275 2.266  C17 1.086
23 H 2.429 -2.621 3.985  C17 1.094

For the HOMO-LUMO gap, the calculation gives 10.03 eV. The calculation puts the total energy at -351.3145 hartree. Its structure (SMILES) is Cc1ccccc1.CC. The energy above the lowest of the compared OMol25 structures with the same formula, charge and spin is 41.09 kJ/mol.

Entry from the Open Molecules 2025 dataset: 2 unconnected molecules or ions with the total composition C9H14 in a non-equilibrium geometry (wB97M-V/def2-TZVPD).

Each atom is followed by the atoms it is bonded to, with distances in Å.
CARTESIAN COORDINATES (ANGSTROEM)
1 C -1.967 0.568 -1.342  C2 1.475, H8 1.117, H9 1.129, H10 1.029
2 C -1.529 0.566 0.065  C1 1.475, C3 1.436, C7 1.366
3 C -1.485 1.822 0.760  C2 1.436, C4 1.384, H11 1.136
4 C -1.172 1.821 2.108  C3 1.384, C5 1.418, H12 1.143
5 C -0.771 0.630 2.764  C4 1.418, C6 1.392, H13 1.034
6 C -0.882 -0.608 2.138  C5 1.392, C7 1.395, H14 1.028
7 C -1.141 -0.538 0.769  C2 1.366, C6 1.395, H15 1.161
8 H -2.987 0.129 -1.232  C1 1.117
9 H -1.607 -0.270 -2.008  C1 1.129
10 H -2.000 1.481 -1.817  C1 1.029
11 H -1.578 2.818 0.222  C3 1.136
12 H -1.194 2.892 2.510  C4 1.143
13 H -0.337 0.726 3.698  C5 1.034
14 H -0.802 -1.476 2.684  C6 1.028
15 H -1.548 -1.515 0.291  C7 1.161
16 C 2.924 -0.479 -1.113  C17 1.575, H18 1.137, H19 1.185, H20 1.120
17 C 2.325 -1.711 -1.891  C16 1.575, H21 1.076, H22 1.081, H23 1.132
18 H 2.108 -0.050 -0.448  C16 1.137
19 H 3.498 -0.985 -0.209  C16 1.185
20 H 3.581 0.264 -1.633  C16 1.120
21 H 2.459 -1.515 -2.940  C17 1.076
22 H 2.862 -2.636 -1.727  C17 1.081
23 H 1.243 -1.936 -1.651  C17 1.132

For the HOMO-LUMO gap, the calculation gives 9.79 eV. The calculation puts the total energy at -351.2579 hartree. Its structure (SMILES) is Cc1ccccc1.CC. The energy above the lowest of the compared OMol25 structures with the same formula, charge and spin is 189.88 kJ/mol.

Entry from the Open Molecules 2025 dataset: 2 unconnected molecules or ions with the total composition C9H14 in a non-equilibrium geometry (wB97M-V/def2-TZVPD).

Each atom is followed by the atoms it is bonded to, with distances in Å.
CARTESIAN COORDINATES (ANGSTROEM)
1 C -2.156 2.626 -0.683  C2 1.500, H8 1.093, H9 1.088, H10 1.088
2 C -2.000 1.212 -0.209  C1 1.500, C3 1.409, C7 1.374
3 C -0.835 0.886 0.513  C2 1.409, C4 1.377, H11 1.081
4 C -0.687 -0.336 1.128  C3 1.377, C5 1.390, H12 1.078
5 C -1.615 -1.332 0.846  C4 1.390, C6 1.375, H13 1.083
6 C -2.765 -1.022 0.159  C5 1.375, C7 1.407, H14 1.077
7 C -3.012 0.287 -0.295  C2 1.374, C6 1.407, H15 1.085
8 H -1.626 2.908 -1.597  C1 1.093
9 H -1.928 3.354 0.092  C1 1.088
10 H -3.191 2.811 -0.963  C1 1.088
11 H -0.051 1.629 0.567  C3 1.081
12 H 0.206 -0.620 1.661  C4 1.078
13 H -1.415 -2.347 1.163  C5 1.083
14 H -3.528 -1.782 0.121  C6 1.077
15 H -3.965 0.553 -0.742  C7 1.085
16 C 3.341 -1.208 0.492  C17 1.521, H18 1.082, H19 1.091, H20 1.096
17 C 3.893 -0.970 -0.906  C16 1.521, H21 1.095, H22 1.094, H23 1.093
18 H 4.100 -1.447 1.225  C16 1.082
19 H 2.612 -0.436 0.743  C16 1.091
20 H 2.673 -2.074 0.554  C16 1.096
21 H 4.258 -1.873 -1.407  C17 1.095
22 H 4.616 -0.150 -0.897  C17 1.094
23 H 3.074 -0.670 -1.564  C17 1.093

For the HOMO-LUMO gap, the calculation gives 10.05 eV. The calculation puts the total energy at -351.3124 hartree. Its structure (SMILES) is Cc1ccccc1.CC. The energy above the lowest of the compared OMol25 structures with the same formula, charge and spin is 46.71 kJ/mol.